<one>
Entry from the OMol25 dataset: a gas-phase ion, C4H8N3 (charge +1) (wB97M-V/def2-TZVPD).

XYZ file:
```
15
C4H8N3 | the OMol25 dataset | wB97M-V/def2-TZVPD
C 0.3672 0.2013 0.1986
C 1.9554 0.1307 0.5586
C -1.5316 1.5980 0.1078
C 1.4425 -0.1467 -0.8600
N -0.3550 1.3989 0.1897
N -0.5289 -0.9446 0.5106
N -1.7584 -0.6490 -0.1595
H 2.3062 -0.8021 0.9650
H 2.4742 1.1534 0.5741
H -2.5664 1.8745 0.1315
H -1.7889 -1.1575 -1.0744
H 1.5578 -1.1358 -1.2194
H 1.6781 0.5473 -1.6661
H -0.6658 -1.1182 1.4828
H -2.5864 -0.9502 0.2608
```

The calculation puts the orbital gap at 0.358 Eh. The SMILES is C#[N+]C1(NN)CC1. As for the total charge: +1.


<two>
Entry from the OMol25 dataset: 2 unconnected molecules or ions with the total composition C4H8N3 (wB97M-V/def2-TZVPD).

XYZ file:
```
15
C4H8N3 | the OMol25 dataset | wB97M-V/def2-TZVPD
C 0.8821 -1.9530 -0.5866
C 0.9193 0.1575 -0.0485
C -2.9716 0.2406 0.3666
C 1.4401 1.5223 0.1914
N -0.3243 -1.5241 -0.3454
N -0.3558 -0.2664 0.0042
N 1.6995 -0.8699 -0.4330
H 1.2537 -2.9382 -1.0475
H -3.0433 -0.5087 -0.3481
H -3.3201 1.2796 0.2138
H -3.4242 0.0342 1.3450
H 2.0842 2.0464 -0.4669
H 2.0098 1.4569 1.1874
H 0.5102 2.1357 0.2671
H 2.6404 -0.8130 -0.2996
```

The calculation puts the orbital gap (alpha / beta) at 0.234 / 0.231 Eh. As for the total charge: +1.


Of them, the most stable is <one> and the least stable is <two>.


<one>
Entry from the OMol25 dataset: a single C3H3ClO2 molecule (wB97M-V/def2-TZVPD).

XYZ file:
```
9
C3H3ClO2 | the OMol25 dataset | wB97M-V/def2-TZVPD
C 1.9043 -1.5449 -1.3382
C 0.7111 -1.4965 -0.3248
C 0.1081 -0.1449 0.0190
O 2.2530 -1.6168 -2.4443
O 2.1945 -1.4850 -0.1303
Cl 0.0555 -2.8986 0.3812
H -0.9478 -0.3722 -0.3133
H 0.3846 0.5052 -0.8688
H 0.4037 0.3121 1.0464
```

The calculation puts the orbital gap at 0.391 Eh. The SMILES is C[C@]1(Cl)OC1=O.


<two>
Entry from the OMol25 dataset: 2 unconnected molecules or ions with the total composition C3H3ClO2 (wB97M-V/def2-TZVPD).

XYZ file:
```
9
C3H3ClO2 | the OMol25 dataset | wB97M-V/def2-TZVPD
C 3.4953 0.5972 0.3332
C 0.1621 -0.1460 -0.6998
C 0.5365 -0.2806 0.7285
O 3.6217 1.7210 0.0292
O 0.4037 -1.4138 -0.0351
Cl 4.4775 -0.7477 -0.1416
H -0.8848 0.0014 -0.9781
H 1.0123 0.3490 -1.1960
H 1.7355 0.0113 0.9169
```

The calculation puts the orbital gap (alpha / beta) at 0.273 / 0.322 Eh.


Of them, the most stable is <one> and the least stable is <two>.


<one>
Entry from the OMol25 dataset: 2 unconnected molecules or ions with the total composition C5H17N2O (wB97M-V/def2-TZVPD).

XYZ file:
```
25
C5H17N2O | the OMol25 dataset | wB97M-V/def2-TZVPD
N -1.2882 -0.8733 -0.0192
C -0.0482 -1.2958 0.7913
C 0.7367 -0.1099 1.3698
N 0.4588 1.0507 0.5029
C 1.6558 1.5754 -0.1858
C 2.3564 0.4634 -1.0485
C -0.2252 2.1619 1.1844
H -0.9842 -0.1276 -0.6558
H -1.6065 -1.6942 -0.5312
H -1.9619 -0.4451 0.6079
H -0.4190 -2.1074 1.4109
H 0.5729 -1.7046 -0.0096
H 1.7742 -0.3851 1.5728
H 0.3468 0.0935 2.3822
H 2.4655 1.8763 0.5115
H 1.4374 2.3989 -0.8565
H 2.0955 -0.4896 -0.5692
H 2.0084 0.5293 -2.0769
H 3.4405 0.4778 -0.9529
H -0.6322 1.7635 2.1165
H -0.9151 2.6308 0.4803
H 0.4929 2.9577 1.4602
H -3.6965 -2.6400 -2.3268
H -2.2995 -3.0737 -1.9774
O -2.8682 -2.2819 -2.0277
```

The calculation puts the orbital gap at 0.359 Eh. As for the total charge: +1.


<two>
Entry from the OMol25 dataset: 2 unconnected molecules or ions with the total composition C5H17N2O (wB97M-V/def2-TZVPD).

XYZ file:
```
25
C5H17N2O | the OMol25 dataset | wB97M-V/def2-TZVPD
C 0.3293 -0.4917 -1.7351
N -0.1696 -1.6923 -1.0645
C 0.7826 -2.7914 -0.9445
C -0.3239 0.7063 -1.0926
N 0.0310 0.6430 0.3477
C -0.6479 1.6158 1.2482
C 0.1015 2.0394 -1.6758
H 0.1864 -0.4826 -2.8230
H 1.4225 -0.4772 -1.6648
H -1.0180 -2.0004 -1.5171
H 0.2949 -3.7481 -1.1433
H 1.5515 -2.7630 -1.6935
H 1.2270 -2.8645 0.0397
H -1.3893 0.5803 -1.1765
H 1.0274 0.7489 0.5308
H -0.1712 -0.2995 0.7025
H -1.2117 1.0744 1.9924
H 0.0847 2.2288 1.7584
H -1.4028 2.1892 0.7201
H -0.0848 2.0075 -2.7331
H -0.4991 2.8482 -1.3016
H 1.1576 2.1702 -1.4554
H 0.1271 0.5516 4.5776
H -0.9582 -0.4587 4.2992
O -0.1901 -0.0608 3.9072
```

The calculation puts the orbital gap at 0.381 Eh. As for the total charge: +1.


<three>
Entry from the OMol25 dataset: 2 unconnected molecules or ions with the total composition C5H17N2O (wB97M-V/def2-TZVPD).

XYZ file:
```
25
C5H17N2O | the OMol25 dataset | wB97M-V/def2-TZVPD
C -1.5523 1.5509 -0.8705
C -1.3299 0.1791 -1.4517
C -1.4154 -1.0774 -0.4849
C -0.1667 -1.9550 -0.5445
C 1.1181 -1.4387 0.1327
N 0.8668 -0.7481 1.4769
N -0.4999 1.7722 0.1965
H -1.4798 2.3831 -1.6055
H -2.5204 1.6750 -0.4041
H -1.8478 0.0483 -2.4542
H -0.3121 0.1609 -1.9088
H -2.3011 -1.6806 -0.6102
H -1.6688 -0.7073 0.4925
H -0.5460 -2.7368 0.1399
H 0.0563 -2.2864 -1.6007
H 1.8557 -2.2777 0.4211
H 1.6331 -0.8857 -0.6329
H 0.7057 -1.4264 2.2319
H 1.5982 -0.0303 1.4706
H -0.0265 -0.1380 1.3389
H -0.7488 2.6154 0.6817
H 0.3711 1.8599 -0.2790
H 2.3948 2.0974 2.0885
H 3.0593 1.6539 0.6492
O 2.7564 1.3925 1.5267
```

The calculation puts the orbital gap at 0.389 Eh. As for the total charge: +1.


Of them, the most stable is <two> and the least stable is <one>.


<one>
Entry from the OMol25 dataset: a single C2H2OS molecule (wB97M-V/def2-TZVPD).

XYZ file:
```
6
C2H2OS | the OMol25 dataset | wB97M-V/def2-TZVPD
C -1.5472 0.9610 -0.2160
C -0.4539 0.4262 -0.0653
O 1.8456 -1.1478 -0.1472
S 1.3950 0.4252 0.1625
H -2.5285 1.0808 -0.2282
H 1.2890 -1.7454 0.4943
```

The calculation puts the orbital gap at 0.332 Eh. The SMILES is C#CSO.


<two>
Entry from the OMol25 dataset: 2 unconnected molecules or ions with the total composition C2H2OS (wB97M-V/def2-TZVPD).

XYZ file:
```
6
C2H2OS | the OMol25 dataset | wB97M-V/def2-TZVPD
C 0.6330 -1.1402 -1.5045
C 0.4950 -0.1880 -0.7626
O -0.8262 0.7049 2.1961
S 0.4483 1.2094 0.0715
H 0.7454 -1.9728 -2.1352
H -1.4955 1.3866 2.1346
```

The calculation puts the orbital gap (alpha / beta) at 0.240 / 0.240 Eh.


<three>
Entry from the OMol25 dataset: a single C2H2OS molecule (wB97M-V/def2-TZVPD).

XYZ file:
```
6
C2H2OS | the OMol25 dataset | wB97M-V/def2-TZVPD
C -0.7427 0.4302 0.0806
C 0.5468 -0.4738 0.1062
O -1.8881 0.0828 0.0626
S 2.0395 0.0676 0.0146
H -0.3687 1.5343 -0.0777
H 0.4133 -1.6410 -0.1863
```

The calculation puts the orbital gap at 0.291 Eh. The SMILES is O=CC=S.


Of them, the most stable is <three> and the least stable is <two>.